*one*
This record from OMol25 describes a single C8H9NO3 molecule. The level of theory is ωB97M-V/def2-TZVPD.

Output
LUMO (alpha / beta) in eV: -0.2 / -0.2
Kohn-Sham gap (alpha / beta) in eV: 8.025 / 8.025
SMILES: C[C@@H]1C=CC=C(O)/C1=N\OC=O
Highest occupied orbital energy (alpha / beta) in eV: -8.230 / -8.230

Geometry as XYZ:
```
21
Properties=species:S:1:pos:R:3:nbo_charge:R:1
H -0.791 1.983 0.285 0.239
C 3.662 0.640 -0.405 0.651
N 1.455 1.092 0.248 -0.131
C -0.402 -1.576 -0.702 -0.288
H -3.142 0.830 0.612 0.217
C -1.526 0.513 -1.095 -0.178
O 1.201 -1.792 1.014 -0.625
H -2.340 1.215 -1.460 0.223
C 0.369 0.372 0.396 0.215
C 0.318 -1.051 0.332 0.248
H 1.706 -1.202 1.464 0.483
H -2.320 -0.639 1.485 0.220
H -0.347 -2.649 -0.966 0.234
H -2.340 0.957 2.115 0.205
O 2.627 0.330 0.375 -0.414
C -1.058 0.899 0.263 -0.311
H -1.611 -1.198 -2.332 0.215
O 4.731 0.198 -0.161 -0.529
C -1.190 -0.744 -1.511 -0.228
H 3.310 1.300 -1.172 0.118
C -2.312 0.521 1.217 -0.564
```


*two*
This record from OMol25 describes 2 unconnected molecules or ions with the total composition C8H9NO3. The level of theory is ωB97M-V/def2-TZVPD.

Output
LUMO in eV: -0.5
Kohn-Sham gap in eV: 9.075
SMILES: O=[N+]([O-])C1=CCC=C[C@H]1O.C#C
Highest occupied orbital energy in eV: -9.593

Geometry as XYZ:
```
21
Properties=species:S:1:pos:R:3:nbo_charge:R:1
H -1.132 1.082 1.630 0.208
C -0.826 0.077 -0.252 -0.031
H -1.728 2.184 -0.643 0.473
H 2.296 0.175 -1.845 0.241
N -2.073 -0.572 -0.206 0.513
H 2.766 0.967 0.164 0.215
C 1.351 0.572 -1.345 -0.507
O -1.324 2.392 0.202 -0.694
H -0.246 -1.506 1.987 0.242
C 0.231 -1.952 1.149 -0.264
H 0.092 -1.446 -1.496 0.263
O -2.363 -1.311 -1.110 -0.389
H 0.984 1.637 1.974 0.223
C 1.673 1.083 -0.046 -0.167
C -0.677 1.233 0.680 0.001
C 0.740 -2.948 0.593 -0.236
C 0.126 -0.400 -1.069 -0.005
O -2.823 -0.289 0.683 -0.384
C 0.803 1.331 0.941 -0.201
H 1.028 1.491 -2.038 0.255
H 1.102 -3.799 0.046 0.244
```


*three*
This record from OMol25 describes a single C8H9NO3 molecule. The level of theory is ωB97M-V/def2-TZVPD.

Output
LUMO in eV: -0.1
Kohn-Sham gap in eV: 9.330
SMILES: CCOc1ccccc1[N+](=O)[O-]
Highest occupied orbital energy in eV: -9.461

Geometry as XYZ:
```
21
Properties=species:S:1:pos:R:3:nbo_charge:R:1
H -3.146 1.000 -1.380 0.218
O 0.478 2.518 0.785 -0.362
H -0.545 -1.948 0.297 0.233
C 2.685 0.125 0.008 -0.172
C -2.052 -0.157 0.202 -0.077
H -1.962 -0.938 -0.541 0.176
C 0.186 -0.018 0.010 0.298
H -4.273 -0.008 -0.503 0.221
C 1.369 0.673 -0.109 0.009
O -0.975 0.662 0.069 -0.456
H -2.258 -0.584 1.349 0.178
O 2.203 2.939 -0.514 -0.368
C 0.322 -1.394 -0.023 -0.290
C -3.305 0.645 -0.323 -0.639
C 1.612 -1.987 -0.049 -0.171
H 3.502 0.805 -0.123 0.243
H -3.481 1.619 0.351 0.224
H 1.603 -3.058 0.159 0.218
H 3.824 -1.778 0.306 0.238
C 2.816 -1.299 0.006 -0.241
N 1.395 2.183 0.023 0.521
```


Which one sits at the top of the stability order? *one* does.


*one*
This record from OMol25 describes a single C6H10N2O molecule. The level of theory is ωB97M-V/def2-TZVPD.

Output
LUMO in eV: 0.9
Kohn-Sham gap in eV: 8.598
SMILES: NN1C=CC2(COC2)C1
Highest occupied orbital energy in eV: -7.678

Geometry as XYZ:
```
19
Properties=species:S:1:pos:R:3:nbo_charge:R:1
N 1.709 -0.102 0.232 -0.271
C -0.699 0.270 -0.261 -0.173
H 3.479 -0.734 0.988 0.355
N 2.642 -1.051 0.567 -0.639
H -2.053 -1.627 -0.065 0.145
C 0.361 -0.748 -0.568 -0.176
C 1.193 0.976 0.938 0.012
C -0.124 1.205 0.802 -0.305
H -1.554 1.899 -1.525 0.183
H -2.276 -0.271 1.057 0.169
H 1.785 1.537 1.537 0.195
H 0.733 -0.883 -1.486 0.203
C -1.498 0.796 -1.483 -0.039
H -0.621 2.041 1.156 0.214
O -2.681 0.162 -0.911 -0.533
C -1.954 -0.446 0.109 -0.013
H 2.310 -1.623 1.363 0.307
H -1.128 0.340 -2.322 0.169
H 0.374 -1.742 -0.129 0.197
```


*two*
This record from OMol25 describes a molecular structure, C6H10N2O. The level of theory is ωB97M-V/def2-TZVPD.

Output
LUMO in eV: 0.0
Kohn-Sham gap in eV: 7.694
Highest occupied orbital energy in eV: -7.671

Geometry as XYZ:
```
19
Properties=species:S:1:pos:R:3:nbo_charge:R:1
O 1.700 -1.013 1.506 -0.636
H -1.285 -1.963 1.411 0.233
N 1.262 2.324 -0.450 -0.631
N -0.471 -0.530 0.182 -0.340
C -0.465 0.744 -0.059 0.309
H 2.806 -0.923 -1.136 0.238
H -1.754 1.895 1.196 0.251
H 1.141 -1.174 -1.677 0.213
C 1.314 -0.736 0.398 0.620
H 2.250 2.514 -0.266 0.350
H -2.516 1.314 -0.276 0.226
H 1.974 -2.433 -0.747 0.223
C 1.844 -1.354 -0.866 -0.706
C 0.935 1.165 -0.051 0.109
H -1.277 2.647 -0.323 0.260
H -2.481 -0.776 0.749 0.203
H -1.807 -2.045 -0.275 0.217
C -1.584 -1.362 0.549 -0.435
C -1.586 1.706 0.134 -0.704
```


*three*
This record from OMol25 describes 2 unconnected molecules or ions with the total composition C6H10N2O. The level of theory is ωB97M-V/def2-TZVPD.

Output
LUMO in eV: -0.2
Kohn-Sham gap in eV: 8.877
SMILES: C=CC(=O)C=C.C=NN
Highest occupied orbital energy in eV: -9.110

Geometry as XYZ:
```
19
Properties=species:S:1:pos:R:3:nbo_charge:R:1
C -1.356 0.445 -0.853 -0.302
H 1.388 -6.634 0.656 0.350
O -1.478 3.236 -1.437 -0.530
C 0.216 3.956 -0.004 -0.304
H 0.721 3.701 0.932 0.203
H 0.911 -5.846 1.968 0.352
H -0.116 5.555 -1.432 0.217
H -2.418 0.741 -1.263 0.227
C 0.364 -3.793 0.584 -0.160
N 0.564 -4.993 0.118 -0.220
C -0.473 1.384 -0.406 -0.325
N 1.264 -5.800 1.015 -0.648
H 0.398 1.128 0.195 0.209
C -0.641 2.863 -0.648 0.494
H 0.795 -3.372 1.541 0.146
H -0.149 -2.926 0.131 0.181
H -1.348 -0.733 -0.592 0.210
H 1.005 5.895 0.004 0.200
C 0.355 5.195 -0.508 -0.301
```


Which one sits at the top of the stability order? *two* does.


*one*
This record from OMol25 describes a single C4H6O molecule. The level of theory is ωB97M-V/def2-TZVPD.

Output
LUMO in eV: 0.5
Kohn-Sham gap in eV: 10.792
Highest occupied orbital energy in eV: -10.305

Geometry as XYZ:
```
11
Properties=species:S:1:pos:R:3:nbo_charge:R:1
H 0.661 0.477 -1.634 0.195
C -1.372 0.939 0.806 -0.557
H 0.778 0.203 1.191 0.208
H -0.599 -0.806 1.634 0.227
H -2.359 0.727 1.202 0.273
C -0.598 1.810 0.272 0.136
H 0.927 -1.250 -2.031 0.197
O -0.061 -0.958 -0.294 -0.523
H 1.908 -0.459 -0.765 0.168
C 0.909 -0.511 -1.224 -0.259
C -0.194 -0.174 0.843 -0.065
```


*two*
This record from OMol25 describes a single C4H6O molecule. The level of theory is ωB97M-V/def2-TZVPD.

Output
LUMO in eV: 0.3
Kohn-Sham gap in eV: 9.977
SMILES: C=CC(C)=O
Highest occupied orbital energy in eV: -9.630

Geometry as XYZ:
```
11
Properties=species:S:1:pos:R:3:nbo_charge:R:1
H 2.426 -0.275 -0.821 0.243
C -0.890 -0.459 -0.271 -0.341
H -2.930 -0.352 0.224 0.202
O 0.197 1.643 -0.220 -0.557
C 0.393 0.413 -0.273 0.537
H -0.822 -1.613 -0.761 0.230
H 1.581 -1.289 0.442 0.219
H 2.232 0.482 0.989 0.258
C 1.803 -0.176 0.125 -0.719
H -1.990 1.403 0.425 0.254
C -1.999 0.223 0.141 -0.326
```


*three*
This record from OMol25 describes a single C4H6O molecule. The level of theory is ωB97M-V/def2-TZVPD.

Output
LUMO in eV: 0.9
Kohn-Sham gap in eV: 8.717
Highest occupied orbital energy in eV: -7.834

Geometry as XYZ:
```
11
Properties=species:S:1:pos:R:3:nbo_charge:R:1
H -0.616 1.421 -2.262 0.199
C 0.429 -1.520 0.919 -0.318
H -0.547 -1.098 2.812 0.203
H -1.016 -0.285 1.273 0.183
H 0.455 1.624 -0.835 0.194
O -0.279 -0.155 -0.878 -0.499
C 0.671 -0.566 -0.056 0.254
H 1.025 -2.327 0.940 0.216
C -0.396 -1.007 1.808 -0.373
C 0.074 1.058 -1.572 -0.233
H 1.075 0.786 -2.265 0.173
```


*four*
This record from OMol25 describes a molecular structure, C4H6O. The level of theory is ωB97M-V/def2-TZVPD.

Output
LUMO in eV: 1.1
Kohn-Sham gap in eV: 9.520
Highest occupied orbital energy in eV: -8.456

Geometry as XYZ:
```
11
Properties=species:S:1:pos:R:3:nbo_charge:R:1
C 0.000 -1.256 -0.519 0.129
H -0.968 -0.614 1.902 0.195
H 0.459 -1.876 -1.281 0.190
H 0.904 1.957 0.328 0.219
H -1.853 0.370 0.693 0.187
O -1.191 -1.589 0.095 -0.502
C 0.970 1.127 -0.379 -0.642
C -1.037 -0.342 0.847 -0.078
H 0.502 1.448 -1.318 0.218
C 0.236 -0.086 0.074 -0.142
H 2.022 0.924 -0.600 0.226
```


Which one sits at the top of the stability order? *four* does.